168
Properties=species:S:1:pos:R:3:forces:R:3:lowdin_charge:R:1 method="wB97M-V/def2-TZVPD" e_lumo_ev=1.68 total_charge=-1 homo_energy_ev=-5.0 relative_energy_kj_mol=0.00
Cd -3.186 -18.324 -7.816 1.25 -0.13 -1.24 1.429
C -0.549 -20.994 -10.593 -0.20 0.69 -1.22 -0.018
C -0.063 -20.330 -9.298 -0.46 -1.50 -0.10 -0.509
C 1.426 -20.575 -9.119 0.80 -0.18 0.41 -0.143
C 2.276 -19.706 -10.005 0.15 0.69 -0.24 -0.170
C 1.899 -18.227 -9.815 1.04 -0.40 -0.39 -0.125
C 0.395 -17.925 -9.916 0.89 0.19 -0.86 -0.516
N -0.364 -18.926 -9.211 0.33 0.49 1.60 -0.156
O -1.732 -18.669 -9.266 -0.40 0.07 -1.09 -0.369
C 0.028 -17.789 -11.408 -0.41 0.10 -0.24 -0.027
C 0.189 -16.588 -9.241 -0.41 0.26 0.34 -0.044
C -0.752 -21.060 -8.159 -0.33 -0.66 1.08 -0.054
H -0.017 -20.567 -11.454 0.16 -0.29 0.05 0.052
H -1.589 -20.734 -10.805 -0.05 -0.06 0.45 0.062
H -0.463 -22.080 -10.644 0.16 -0.01 0.32 0.078
H 1.686 -21.634 -9.248 -0.38 -0.01 -0.29 0.116
H 1.713 -20.396 -8.075 -0.21 0.30 -0.05 0.093
H 2.170 -19.953 -11.070 -0.15 -0.15 0.11 0.098
H 3.346 -19.813 -9.786 -0.08 -0.13 0.06 0.097
H 2.457 -17.688 -10.596 -0.44 0.20 -0.04 0.112
H 2.371 -17.835 -8.903 -0.53 -0.25 0.30 0.100
H 0.337 -18.655 -11.996 -0.04 -0.03 0.02 0.052
H 0.477 -16.909 -11.884 0.10 0.01 0.26 0.078
H -1.059 -17.673 -11.486 0.04 -0.18 -0.04 0.074
H -0.806 -16.197 -9.456 0.01 0.06 0.08 0.054
H 0.937 -15.851 -9.541 0.01 -0.02 -0.17 0.082
H 0.278 -16.743 -8.166 -0.03 0.10 0.11 0.071
H -0.587 -22.145 -8.174 0.22 0.10 -0.44 0.090
H -1.833 -20.966 -8.156 -0.05 0.21 -0.22 0.043
H -0.405 -20.757 -7.167 -0.01 0.17 -0.39 0.050
C 0.016 -18.292 -5.233 -0.41 0.29 -0.26 -0.661
F 0.496 -18.974 -6.263 0.14 0.06 0.22 0.135
F 0.542 -18.755 -4.106 0.18 -0.10 0.12 0.150
F 0.354 -17.017 -5.387 0.12 0.08 0.13 0.132
S -1.844 -18.492 -5.137 -0.08 0.27 -1.69 0.596
O -2.108 -19.722 -5.811 0.13 -0.24 -0.43 -0.325
O -2.207 -18.352 -3.791 -0.19 0.48 1.30 -0.224
N -2.441 -17.302 -6.174 1.51 0.17 3.02 -0.413
S -2.725 -15.884 -5.417 -0.38 0.45 0.12 0.573
O -4.124 -15.659 -5.310 -0.60 0.10 -0.33 -0.254
O -1.901 -15.603 -4.289 0.43 -0.38 0.11 -0.255
C -2.116 -14.701 -6.671 0.27 -0.12 -0.01 -0.697
F -2.390 -13.464 -6.276 -0.14 0.06 -0.02 0.154
F -0.797 -14.809 -6.817 0.00 0.01 -0.11 0.127
F -2.703 -14.928 -7.846 -0.09 0.04 -0.34 0.114
C -5.180 -19.799 -10.442 -0.02 0.15 0.32 -0.695
F -4.129 -18.997 -10.552 0.11 -0.10 -0.13 0.105
F -6.272 -19.045 -10.365 -0.17 0.06 -0.13 0.140
F -5.264 -20.586 -11.513 0.03 0.08 -0.09 0.145
S -5.052 -20.890 -8.963 0.98 1.08 -0.46 0.612
O -6.333 -21.470 -8.840 -1.08 -0.13 0.32 -0.243
O -3.936 -21.724 -9.214 0.77 -0.24 0.00 -0.243
N -4.703 -19.711 -7.795 -2.05 -2.42 -0.70 -0.421
S -5.407 -20.158 -6.408 -0.50 0.25 1.58 0.565
O -5.491 -21.565 -6.221 0.09 -0.37 -0.46 -0.253
O -4.902 -19.386 -5.321 0.30 0.70 -0.32 -0.285
C -7.180 -19.555 -6.573 -0.26 -0.54 0.00 -0.667
F -8.020 -20.552 -6.281 0.12 0.06 0.00 0.136
F -7.398 -18.572 -5.713 0.02 0.23 0.06 0.148
F -7.460 -19.125 -7.797 0.00 0.27 -0.16 0.126
C 0.054 -17.468 -15.468 0.19 0.77 0.43 -0.091
C -0.869 -16.305 -15.170 -0.95 -0.29 -0.09 -0.312
O -1.954 -16.191 -16.115 0.43 0.12 0.22 -0.090
H 0.769 -17.463 -14.638 0.18 -0.36 -0.24 0.071
H 0.571 -17.299 -16.411 0.07 -0.18 -0.04 0.079
H -0.473 -18.416 -15.482 -0.05 -0.11 -0.04 0.054
H -0.337 -15.355 -15.177 0.00 0.02 -0.19 0.111
H -1.297 -16.422 -14.167 0.10 0.01 0.05 0.091
H -2.488 -16.987 -16.031 0.03 0.00 -0.03 0.073
C -2.663 -20.326 -13.773 0.48 0.46 0.36 -0.074
C -2.454 -21.682 -14.371 -0.03 -0.37 -0.31 -0.311
O -2.481 -21.524 -15.796 -0.11 -0.04 0.05 -0.085
H -2.376 -20.311 -12.721 -0.19 -0.07 0.04 0.055
H -3.682 -19.954 -13.864 -0.05 -0.11 -0.11 0.077
H -1.983 -19.634 -14.271 -0.06 0.13 -0.05 0.057
H -3.229 -22.378 -14.028 0.01 0.00 -0.14 0.114
H -1.486 -22.104 -14.076 0.00 0.14 0.10 0.088
H -2.140 -22.316 -16.219 -0.04 -0.05 0.08 0.075
C -2.933 -14.667 -11.317 1.09 0.29 0.54 -0.093
C -4.015 -15.301 -12.121 -0.19 0.03 -0.89 -0.325
O -4.782 -16.164 -11.294 -0.07 0.18 -0.02 -0.075
H -2.151 -15.383 -11.044 -0.27 -0.14 0.11 0.059
H -3.295 -14.203 -10.398 -0.21 -0.14 -0.01 0.076
H -2.384 -13.879 -11.844 -0.33 -0.06 -0.32 0.071
H -3.592 -15.869 -12.961 0.17 -0.06 0.11 0.103
H -4.635 -14.535 -12.609 -0.15 -0.01 0.33 0.113
H -5.487 -16.521 -11.842 -0.05 -0.12 0.15 0.080
C 0.208 -24.621 -12.544 0.22 -0.33 0.27 -0.082
C 0.620 -25.092 -13.933 -0.20 0.25 0.12 -0.314
O 1.335 -26.326 -13.884 0.10 0.23 -0.12 -0.083
H 1.054 -24.297 -11.933 0.14 0.04 -0.25 0.063
H -0.208 -25.477 -12.003 -0.33 0.19 -0.02 0.075
H -0.505 -23.797 -12.569 -0.10 -0.10 -0.06 0.053
H 1.254 -24.344 -14.413 0.18 -0.20 -0.03 0.098
H -0.266 -25.204 -14.569 0.00 0.00 0.05 0.108
H 0.694 -27.028 -13.744 0.03 -0.01 0.06 0.076
C 3.743 -20.170 -6.019 -0.06 0.42 -0.07 -0.077
C 4.084 -19.455 -4.723 0.24 -0.59 0.05 -0.314
O 4.614 -20.387 -3.775 -0.16 0.30 0.16 -0.078
H 4.637 -20.676 -6.383 -0.02 -0.02 -0.09 0.076
H 3.400 -19.444 -6.766 0.04 -0.12 -0.03 0.059
H 2.956 -20.913 -5.880 0.00 0.01 0.07 0.066
H 3.220 -18.921 -4.313 0.00 -0.05 0.02 0.094
H 4.883 -18.733 -4.888 -0.04 0.07 -0.01 0.105
H 3.886 -20.919 -3.440 0.03 -0.09 -0.08 0.079
C 6.363 -21.042 -10.832 -0.56 0.44 0.15 -0.078
C 5.669 -20.270 -11.934 -0.05 -0.07 -0.15 -0.317
O 6.296 -20.567 -13.189 -0.36 0.22 -0.02 -0.085
H 6.296 -22.092 -11.110 0.41 -0.11 0.18 0.076
H 5.851 -20.902 -9.875 0.00 -0.02 -0.03 0.062
H 7.384 -20.683 -10.713 0.14 -0.31 -0.04 0.075
H 5.626 -19.191 -11.761 0.24 0.01 0.07 0.093
H 4.624 -20.577 -12.011 0.07 -0.16 -0.15 0.085
H 7.106 -20.053 -13.246 0.02 -0.04 0.01 0.079
C 1.448 -20.793 -14.674 -0.21 -0.05 0.14 -0.079
C 2.742 -21.442 -14.262 0.67 0.16 -0.78 -0.313
O 3.145 -22.304 -15.344 -0.19 -0.07 0.33 -0.086
H 0.762 -21.508 -15.133 0.01 -0.09 0.12 0.071
H 1.662 -20.027 -15.417 -0.14 0.08 0.00 0.072
H 0.959 -20.343 -13.807 -0.04 0.10 -0.10 0.060
H 2.696 -21.982 -13.311 -0.16 -0.07 -0.06 0.104
H 3.497 -20.649 -14.191 0.01 -0.11 0.40 0.103
H 4.048 -22.594 -15.185 0.01 0.03 0.04 0.079
C 0.691 -23.339 -5.499 -0.17 0.59 0.23 -0.083
C 1.774 -24.368 -5.447 0.03 -0.70 -0.26 -0.333
O 2.772 -23.936 -4.525 0.05 -0.04 -0.20 -0.081
H -0.255 -23.766 -5.824 -0.01 0.07 -0.13 0.084
H 0.975 -22.525 -6.166 -0.14 0.02 -0.06 0.051
H 0.553 -22.901 -4.509 -0.13 -0.11 0.04 0.084
H 2.160 -24.510 -6.468 0.33 0.06 0.19 0.095
H 1.380 -25.352 -5.159 -0.02 0.14 0.23 0.111
H 3.370 -24.669 -4.356 0.06 0.04 -0.04 0.079
C 4.409 -23.408 -8.323 0.15 0.46 -0.25 -0.085
C 3.978 -24.232 -9.509 0.06 -0.15 -0.36 -0.326
O 4.752 -25.435 -9.552 -0.13 0.14 0.01 -0.081
H 3.841 -22.473 -8.308 -0.23 -0.18 0.23 0.059
H 5.447 -23.081 -8.420 0.06 -0.31 -0.03 0.073
H 4.300 -23.952 -7.387 -0.11 0.07 0.04 0.068
H 4.127 -23.666 -10.442 0.03 0.03 0.12 0.101
H 2.909 -24.481 -9.473 0.04 0.07 0.21 0.106
H 4.413 -25.964 -10.280 0.08 -0.06 0.02 0.078
C 5.785 -16.640 -8.761 -0.41 0.16 0.32 -0.085
C 5.599 -16.302 -10.212 0.16 0.14 -0.50 -0.315
O 6.408 -15.154 -10.511 -0.15 -0.27 0.01 -0.080
H 5.549 -15.745 -8.183 0.20 -0.03 0.08 0.068
H 6.795 -16.972 -8.530 0.05 0.05 -0.05 0.081
H 5.072 -17.401 -8.433 0.08 -0.11 -0.15 0.065
H 4.546 -16.083 -10.431 0.03 -0.01 0.12 0.104
H 5.900 -17.127 -10.868 -0.03 -0.08 0.12 0.090
H 6.357 -15.014 -11.461 0.03 0.13 0.03 0.077
C -0.333 -12.691 -9.913 -0.57 0.09 -0.46 -0.088
C 0.790 -12.971 -10.897 -0.02 0.87 -0.09 -0.302
O 1.213 -11.774 -11.586 -0.14 -0.34 0.12 -0.093
H -0.689 -13.614 -9.458 0.23 -0.02 0.29 0.047
H -1.215 -12.305 -10.446 0.19 0.01 -0.09 0.067
H -0.088 -11.931 -9.173 0.27 -0.21 0.14 0.080
H 0.456 -13.718 -11.627 0.20 -0.12 0.11 0.102
H 1.698 -13.294 -10.391 -0.10 -0.30 0.00 0.107
H 0.462 -11.429 -12.078 -0.03 -0.01 0.03 0.072
C 3.046 -15.211 -6.726 -0.13 -0.08 -0.11 -0.076
C 3.700 -16.127 -5.729 0.22 -0.30 0.71 -0.324
O 3.946 -15.462 -4.477 -0.23 0.00 -0.25 -0.070
H 2.073 -14.859 -6.383 0.02 -0.05 0.19 0.071
H 2.859 -15.796 -7.632 0.14 0.25 -0.14 0.057
H 3.660 -14.336 -6.937 0.07 -0.07 -0.13 0.081
H 4.665 -16.515 -6.072 -0.09 0.13 -0.30 0.093
H 3.068 -17.005 -5.561 -0.09 0.10 -0.04 0.084
H 3.716 -16.069 -3.769 0.02 0.04 0.03 0.074